C4H15N3O | ωB97M-V/def2-TZVPD

Computed properties:
**Maximum force**: 0.1488 hartree/bohr
**Relative energy (zero: lowest compared OMol25 entry of this formula, charge and spin)**: 88.1 kcal per mole
**Frontier orbital gap**: 0.298 hartree
**SMILES**: CNCCNCN.O

```
23
Properties=species:S:1:pos:R:3:forces:R:3
C 2.114 1.358 0.740 -2.6 3.4 -0.3
N 0.920 0.761 1.392 1.2 0.0 -1.2
C 0.548 -0.639 1.106 -3.1 3.0 2.6
C -1.024 -0.567 1.422 0.5 -5.1 -1.9
N -1.992 -0.015 0.509 1.0 -1.6 2.7
C -2.102 -0.750 -0.720 -1.0 4.9 -1.7
N -1.316 -0.073 -1.755 1.9 -7.2 1.3
H 3.056 0.862 1.015 -0.1 0.0 -1.0
H 1.694 1.576 -0.378 2.1 -1.0 2.3
H 2.180 2.504 1.175 0.0 -2.8 -1.0
H 0.993 0.844 2.387 0.0 0.1 0.5
H 0.965 -1.321 1.813 0.6 -0.8 0.2
H 0.512 -0.962 0.136 1.1 -0.5 -2.7
H -1.301 -1.717 1.406 0.3 1.9 0.8
H -1.110 -0.195 2.376 -0.5 0.9 2.3
H -1.788 0.941 0.430 0.0 1.5 -0.9
H -1.741 -1.743 -0.650 -0.4 -1.1 0.3
H -3.202 -0.506 -0.942 1.3 -1.6 -0.5
H -0.307 -0.123 -1.819 -0.6 -0.6 0.8
H -1.562 0.726 -2.068 -2.9 6.7 -2.2
O 1.269 -0.101 -2.285 1.6 -0.1 1.1
H 1.171 -0.190 -3.211 -0.3 -0.1 -1.6
H 2.024 -0.670 -2.078 -0.1 0.2 0.1
```
Positions in Å, forces in eV/Å.

=====

C4H11N3O2 | ωB97M-V/def2-TZVPD

Computed properties:
**Maximum force**: 0.0626 hartree/bohr
**Relative energy (zero: lowest compared OMol25 entry of this formula, charge and spin)**: 43.3 kcal per mole
**Frontier orbital gap (spin up / spin down)**: 0.371 / 0.220 hartree
**Multiplicity**: 2
**Net charge**: +1

```
20
Properties=species:S:1:pos:R:3:forces:R:3
C -1.051 -2.480 2.670 -0.7 -0.5 2.0
C -0.344 -1.284 2.196 -0.8 1.8 0.2
O -1.009 -0.565 1.203 1.0 -1.3 -0.9
O 0.641 -0.785 2.670 0.2 -0.9 -0.3
H -0.937 -2.429 3.778 0.1 -0.6 -0.8
H -0.666 -3.396 2.264 0.8 -0.4 0.0
H -2.119 -2.599 2.490 0.0 0.9 -0.4
C 1.746 1.339 -0.120 -1.5 -0.1 -1.7
C -0.045 0.930 -1.887 -0.6 1.8 -0.4
N 0.428 0.936 -0.646 2.1 -1.2 2.2
N -1.349 0.566 -1.869 1.9 0.2 -1.4
N 0.617 1.502 -2.921 -1.2 -0.5 0.0
H -0.239 -0.376 0.620 -0.9 0.9 0.3
H 2.453 0.517 0.072 -0.8 -0.3 0.4
H 1.403 1.858 0.784 1.0 0.1 -0.1
H -1.703 0.126 -1.010 0.0 0.3 -0.5
H -1.803 0.569 -2.771 -0.7 -0.4 0.3
H 1.538 1.900 -2.844 0.1 -0.2 0.5
H 0.160 1.797 -3.774 -0.2 -0.4 0.1
H 2.278 1.874 -0.904 0.2 0.9 0.4
```
Positions in Å, forces in eV/Å.

=====

C3H7O2 | ωB97M-V/def2-TZVPD

Computed properties:
**Maximum force**: 0.0614 hartree/bohr
**Relative energy (zero: lowest compared OMol25 entry of this formula, charge and spin)**: 67.9 kcal per mole
**Frontier orbital gap**: 0.226 hartree
**SMILES**: [O-]CCCO
**Net charge**: -1

```
12
Properties=species:S:1:pos:R:3:forces:R:3
O 0.021 2.705 0.182 0.2 -0.8 -0.6
C 0.372 1.445 0.395 2.5 -0.1 1.9
C -0.205 0.298 -0.414 -1.7 1.1 -2.2
C 0.016 -1.052 0.181 -1.3 -0.9 1.7
O -0.672 -2.224 -0.350 -0.4 0.3 0.5
H 1.624 1.157 0.437 -1.7 0.7 -0.6
H 0.194 1.087 1.428 -0.4 0.2 0.7
H 0.153 0.493 -1.456 0.1 -0.9 0.4
H -1.287 0.543 -0.521 0.3 -0.4 0.4
H -0.307 -1.069 1.303 0.9 0.3 -1.9
H 1.014 -1.347 0.053 1.8 0.1 0.5
H -0.923 -2.035 -1.240 -0.3 0.3 -0.9
```
Positions in Å, forces in eV/Å.

=====

C2HN4S | ωB97M-V/def2-TZVPD

Computed properties:
**Maximum force**: 0.0796 hartree/bohr
**Relative energy (zero: lowest compared OMol25 entry of this formula, charge and spin)**: 38.4 kcal per mole
**Frontier orbital gap**: 0.186 hartree
**Net charge**: -1

```
8
Properties=species:S:1:pos:R:3:forces:R:3
C -1.513 -0.658 -0.167 -2.9 -0.1 -0.5
C -0.246 -1.044 0.263 2.3 -0.5 -0.8
N 1.234 1.679 -0.045 -0.5 0.6 -4.0
N 1.426 1.443 1.054 0.5 -0.6 3.5
N -2.614 -0.490 -0.499 1.1 0.1 0.3
N 1.036 1.853 -1.193 0.0 0.0 0.5
S 0.257 -2.602 0.088 -0.4 1.2 0.5
H 0.420 -0.181 0.499 -0.1 -0.7 0.5
```
Positions in Å, forces in eV/Å.

=====

C43H52F6NO4SSe2Tc | ωB97M-V/def2-TZVPD

Computed properties:
**Maximum force**: 0.0114 hartree/bohr
**Relative energy (zero: lowest compared OMol25 entry of this formula, charge and spin)**: 17.8 kcal per mole
**Frontier orbital gap (spin up / spin down)**: 0.259 / 0.242 hartree
**Multiplicity**: 4
**Net charge**: -1

```
110
Properties=species:S:1:pos:R:3:forces:R:3
Tc -0.599 -0.948 -1.984 -0.3 -0.5 -0.1
C 2.202 -1.181 5.297 0.0 0.0 0.0
C 2.637 -2.133 4.173 0.0 0.0 0.0
C 4.075 -1.788 3.785 0.0 0.0 0.0
C 2.612 -3.577 4.694 0.0 0.0 0.0
C 1.681 -1.995 2.989 0.0 0.0 0.0
C 2.082 -1.600 1.724 0.0 0.0 0.0
C 1.140 -1.481 0.717 0.1 0.0 -0.1
Se 1.681 -0.731 -0.967 0.3 0.1 0.1
C 1.461 1.087 -0.440 0.2 -0.1 0.0
C 2.505 1.794 0.126 0.0 0.1 0.1
C 2.313 3.111 0.517 0.0 0.0 0.0
C 1.039 3.649 0.303 0.0 0.0 0.0
C -0.024 2.960 -0.277 0.0 0.2 0.1
C 0.196 1.624 -0.673 -0.3 0.0 -0.1
O -0.761 0.914 -1.262 0.1 0.0 0.0
C -1.392 3.618 -0.492 0.0 -0.1 0.0
C -2.469 2.817 0.258 0.0 0.0 0.0
C -1.428 5.053 0.039 0.0 0.0 0.0
C -1.710 3.671 -1.996 0.1 0.0 0.0
C 3.466 3.899 1.141 -0.1 0.0 0.0
C 4.651 3.939 0.165 0.0 0.0 0.0
C 3.908 3.213 2.442 0.0 0.0 0.0
C 3.071 5.340 1.469 0.0 0.0 0.0
C -0.222 -1.755 0.872 -0.3 0.1 -0.3
O -1.062 -1.618 -0.142 0.2 0.0 0.3
C -0.646 -2.158 2.160 -0.1 -0.1 0.2
C 0.321 -2.259 3.153 0.0 0.0 0.0
C -2.101 -2.468 2.562 0.0 0.0 0.0
C -3.120 -2.359 1.425 0.0 0.0 0.0
C -2.533 -1.483 3.662 0.0 0.0 0.0
C -2.175 -3.906 3.102 0.0 0.0 0.0
H 2.878 -1.267 6.153 0.0 0.0 0.0
H 2.216 -0.146 4.947 0.0 0.0 0.0
H 1.190 -1.405 5.640 0.0 0.0 0.0
H 4.720 -1.872 4.664 0.0 0.0 0.0
H 4.459 -2.467 3.020 0.0 0.0 0.0
H 4.153 -0.764 3.410 0.0 0.0 0.0
H 3.303 -3.693 5.536 0.0 0.0 0.0
H 1.614 -3.861 5.034 0.0 0.0 0.0
H 2.908 -4.274 3.906 0.0 0.0 0.0
H 3.116 -1.362 1.504 0.0 0.0 0.0
H 3.461 1.300 0.268 0.0 0.0 0.0
H 0.864 4.674 0.597 0.0 0.0 0.0
H -2.245 2.797 1.330 0.0 0.0 0.0
H -3.447 3.286 0.116 0.0 0.0 0.0
H -2.533 1.795 -0.110 0.0 0.0 0.0
H -1.244 5.098 1.117 0.0 0.0 0.0
H -0.702 5.695 -0.468 0.0 0.0 0.0
H -2.422 5.466 -0.148 0.0 0.0 0.0
H -1.673 2.681 -2.450 0.0 0.1 0.1
H -2.715 4.076 -2.148 0.0 0.0 0.0
H -0.990 4.313 -2.513 0.0 0.0 0.0
H 5.031 2.937 -0.043 0.0 0.0 0.0
H 4.350 4.386 -0.786 0.0 0.0 0.0
H 5.471 4.532 0.583 0.0 0.0 0.0
H 4.233 2.186 2.258 0.0 0.0 0.0
H 4.742 3.756 2.901 0.0 0.0 0.0
H 3.082 3.179 3.158 0.0 0.0 0.0
H 2.767 5.886 0.572 0.0 0.0 0.0
H 2.250 5.378 2.188 0.0 0.0 0.0
H 3.926 5.861 1.908 0.0 0.0 0.0
H -0.013 -2.568 4.138 0.0 0.0 0.0
H -3.180 -1.349 1.016 0.0 -0.1 0.0
H -2.878 -3.034 0.606 0.0 0.0 0.1
H -4.103 -2.632 1.821 0.0 0.0 0.0
H -2.475 -0.456 3.293 0.0 0.0 0.0
H -3.568 -1.685 3.958 0.0 0.0 0.0
H -1.906 -1.557 4.554 0.0 0.0 0.0
H -1.874 -4.617 2.327 0.0 0.0 0.0
H -1.529 -4.059 3.969 0.0 0.0 0.0
H -3.202 -4.138 3.401 0.0 0.0 0.0
O -2.369 -1.805 -2.641 0.1 0.5 0.0
N -3.584 -1.714 -2.072 0.1 -0.1 0.2
C -4.097 -2.886 -1.626 0.0 0.0 -0.1
C -5.330 -2.959 -1.063 -0.1 0.0 0.0
C -6.069 -1.767 -0.940 0.0 0.0 0.0
C -5.553 -0.600 -1.416 0.1 0.0 0.0
C -4.272 -0.519 -2.050 0.0 0.0 -0.1
S -3.647 0.870 -2.735 -0.1 -0.2 0.0
H -3.445 -3.734 -1.749 0.0 0.0 0.0
H -5.702 -3.913 -0.719 0.0 0.0 0.0
H -7.046 -1.777 -0.473 0.0 0.0 0.0
H -6.103 0.327 -1.359 0.0 0.0 0.0
Se -0.042 -0.192 -4.281 0.4 -0.2 -0.2
C 0.373 1.667 -4.396 -0.2 0.1 0.1
C -0.273 2.410 -5.380 0.0 0.2 0.0
C 0.025 3.756 -5.553 0.0 0.0 0.0
C 0.969 4.377 -4.744 0.0 0.0 0.0
C 1.623 3.635 -3.769 0.0 0.0 0.0
C 1.333 2.286 -3.602 0.0 0.1 -0.1
H -1.023 1.933 -6.000 0.0 0.0 0.0
H -0.489 4.323 -6.320 0.0 0.0 0.0
H 1.195 5.429 -4.876 0.0 0.0 0.0
H 2.362 4.101 -3.127 0.0 0.0 0.0
H 1.868 1.719 -2.858 0.0 0.0 0.0
C -0.804 -3.752 -4.367 0.0 0.1 0.1
C 0.035 -3.879 -3.096 0.1 0.0 0.2
O 0.275 -2.709 -2.421 -0.3 -0.2 -0.1
C 1.431 -4.401 -3.523 -0.1 0.1 0.0
F 1.353 -5.642 -4.051 0.0 -0.1 0.0
F 1.952 -3.605 -4.466 0.0 0.0 -0.1
F 2.319 -4.445 -2.527 0.0 0.0 0.1
C -0.612 -4.934 -2.123 0.2 0.2 -0.2
F -1.352 -4.333 -1.191 -0.1 0.0 0.1
F -1.423 -5.795 -2.773 -0.1 -0.1 0.0
F 0.290 -5.685 -1.471 0.1 0.0 0.1
H -0.355 -2.985 -4.992 0.0 0.0 0.0
H -1.808 -3.437 -4.105 -0.1 0.0 0.0
H -0.839 -4.693 -4.914 0.0 0.0 0.0
```
Positions in Å, forces in eV/Å.

=====

C2H3FNdO | ωB97M-V/def2-TZVPD

Computed properties:
**Maximum force**: 0.1096 hartree/bohr
**Relative energy (zero: lowest compared OMol25 entry of this formula, charge and spin)**: 0.6 kcal per mole
**Frontier orbital gap (spin up / spin down)**: 0.313 / 0.317 hartree
**Multiplicity**: 5
**Net charge**: +2

```
8
Properties=species:S:1:pos:R:3:forces:R:3
H 0.477 -1.260 -0.656 1.6 0.5 4.8
C -0.669 0.493 -0.522 -2.7 2.2 4.4
C -0.568 -0.352 0.558 -3.2 0.5 -4.6
O 0.651 -0.925 0.420 3.3 -3.2 -3.1
H -1.588 1.016 -0.775 0.3 0.0 -0.6
F 0.430 1.342 -0.558 1.0 -0.1 -1.4
H -1.410 -0.998 0.814 0.2 0.2 0.7
Nd 2.677 0.683 0.719 -0.6 -0.1 -0.2
```
Positions in Å, forces in eV/Å.